Arrangement 1

Entry from the OMol25 dataset: H2N2O3 in the gas phase (wB97M-V/def2-TZVPD).

SMILES string   O=[N+]([O-])NO
Highest occupied orbital energy   -10.361 eV
Net charge   0
Frontier orbital gap   10.667 eV
LUMO   0.31 eV

Last column: Mulliken charge in e.
Geometry (Å):
H (0.797, 0.406, 1.304)  0.308
N (0.533, -0.309, -0.704)  1.128
N (0.147, -0.118, 0.643)  -0.200
O (1.738, -0.198, -0.889)  -0.591
O (-1.180, 0.305, 0.895)  -0.360
H (-1.637, 0.479, 0.132)  0.326
O (-0.400, -0.563, -1.379)  -0.611


Arrangement 2

Entry from the OMol25 dataset: 2 unconnected molecules or ions with the total composition H2N2O3 (wB97M-V/def2-TZVPD).

SMILES string   N#[N+][O-].OO
Highest occupied orbital energy   -10.258 eV
Net charge   0
Frontier orbital gap   11.302 eV
LUMO   1.04 eV

Last column: Mulliken charge in e.
Geometry (Å):
O (-0.900, 0.048, -0.189)  -0.309
O (-2.231, 0.499, 0.152)  -0.353
N (2.168, -1.563, -0.008)  -0.302
O (1.864, 0.674, -0.039)  -0.519
N (2.085, -0.461, -0.070)  0.828
H (-2.301, 0.022, 0.957)  0.318
H (-0.686, 0.780, -0.802)  0.337


Which one is the least stable? From the structures above, arrangement 1.